DFT (ωB97M-V/def2-TZVPD) results for a cluster of 2 separate species, C6H10O3S in total at a distorted geometry.

```
20
Properties=species:S:1:pos:R:3:forces:R:3
O 0.11956 1.69382 -0.07060 -0.762 -0.058 -0.228
S 1.05199 -0.59767 -1.04793 0.140 1.236 -0.036
H 1.59427 1.31084 1.29874 -0.038 0.099 -0.125
H 1.82462 2.73760 0.24259 -0.044 -0.117 0.019
C -1.96150 -1.22139 -1.13232 -0.231 0.111 -0.026
C -0.29250 0.45768 -0.38406 0.962 -0.045 0.672
H 0.06693 -1.58097 1.73279 0.151 -0.224 0.078
H -1.19313 -1.93379 -0.84292 -0.028 -0.152 0.001
C -1.69208 0.15028 -0.55292 -0.551 -0.063 -0.122
H -1.68659 -0.98804 1.89188 -0.282 -0.033 -0.008
H -0.31544 0.02593 2.58135 0.072 0.213 0.167
C 1.48777 1.70077 0.27726 0.644 -0.052 0.324
O -2.57988 0.93220 -0.25472 0.215 -0.067 -0.101
H 3.14831 0.39277 -0.29509 -0.055 -0.189 -0.066
H 2.41790 1.30129 -1.65021 0.015 0.044 -0.034
C 2.22775 0.80203 -0.70191 -0.716 -0.073 -0.223
O 1.34177 -1.64915 -0.07113 0.322 -0.983 0.418
H -2.93992 -1.56670 -0.80453 0.032 0.011 0.056
H -1.98533 -1.14739 -2.22149 0.046 -0.012 -0.023
C -0.63451 -0.82009 2.00522 0.108 0.355 -0.741
```
Positions in Å, forces in eV/Å.

Summary:
- Relative energy (zero: lowest compared OMol25 entry of this formula, charge and spin): 74.0 kcal per mole
- HOMO energy (alpha / beta): -8.490 / -8.716 eV